{
  "formula": "C22H32ClIrN5O9P2",
  "method": "ωB97M-V/def2-TZVPD",
  "symbols": ["Ir", "O", "C", "O", "C", "C", "C", "C", "C", "N", "C", "O", "O", "H", "H", "H", "H", "C", "N", "C", "P", "O", "O", "P", "O", "N", "C", "C", "N", "C", "C", "N", "C", "C", "H", "H", "H", "H", "H", "H", "H", "H", "H", "H", "H", "H", "H", "H", "H", "H", "H", "H", "H", "H", "H", "H", "H", "H", "Cl", "C", "C", "C", "C", "C", "C", "C", "O", "O", "H", "H", "H", "H"],
  "xyz": [[-0.604, -0.106, -0.527], [-1.301, -3.519, -3.304], [-1.073, -2.431, -2.594], [-0.681, -2.430, -1.451], [-1.332, -1.165, -3.308], [-1.703, -1.071, -4.632], [-1.917, 0.194, -5.175], [-1.794, 1.305, -4.364], [-1.416, 1.120, -3.042], [-1.173, -0.078, -2.544], [-1.234, 2.246, -2.066], [-1.385, 3.387, -2.422], [-0.883, 1.852, -0.877], [-1.124, -4.312, -2.775], [-1.824, -1.969, -5.221], [-2.182, 0.302, -6.217], [-1.976, 2.315, -4.705], [3.175, -0.204, 3.907], [1.818, -0.066, 3.384], [0.754, -0.188, 4.392], [1.370, -0.452, 1.872], [0.188, 0.360, 1.422], [2.702, -0.055, 1.046], [2.603, 0.450, -0.479], [1.494, -0.271, -1.214], [4.110, 0.053, -1.013], [4.420, -1.385, -0.989], [4.542, 0.699, -2.259], [2.503, 2.069, -0.419], [1.964, 2.801, -1.573], [2.442, 2.831, 0.832], [1.200, -2.052, 1.585], [-0.113, -2.706, 1.579], [2.308, -2.949, 1.901], [3.346, 0.583, 4.642], [3.904, -0.092, 3.109], [3.320, -1.170, 4.400], [0.884, 0.589, 5.144], [0.785, -1.162, 4.889], [-0.220, -0.057, 3.920], [4.302, -1.766, 0.023], [5.457, -1.517, -1.289], [3.780, -1.962, -1.663], [4.334, 1.765, -2.210], [4.052, 0.274, -3.141], [5.617, 0.565, -2.362], [2.630, 3.632, -1.812], [0.979, 3.204, -1.350], [1.895, 2.145, -2.441], [2.861, 2.257, 1.654], [1.410, 3.094, 1.071], [3.024, 3.745, 0.714], [-0.911, -1.966, 1.533], [-0.257, -3.288, 2.493], [-0.188, -3.372, 0.721], [3.230, -2.387, 2.046], [2.459, -3.652, 1.079], [2.103, -3.521, 2.809], [-8.539, 1.950, 1.377], [-6.916, 1.351, 1.317], [-6.367, 0.750, 2.440], [-5.073, 0.262, 2.384], [-4.343, 0.357, 1.206], [-4.894, 0.986, 0.094], [-6.186, 1.484, 0.146], [-2.966, -0.225, 1.151], [-2.356, -0.485, 2.168], [-2.523, -0.443, -0.082], [-6.950, 0.669, 3.347], [-4.623, -0.211, 3.245], [-4.309, 1.072, -0.811], [-6.629, 1.968, -0.713]],
  "mulliken_charge": [3.213, -0.474, 0.086, -0.479, 0.444, -0.645, -0.582, -0.972, 0.803, 0.283, 0.297, -0.663, -0.819, 0.393, 0.594, 0.486, 0.615, -0.951, 0.479, -0.928, 0.352, -1.362, -0.503, -0.022, -0.900, 0.079, -0.819, -0.896, 0.480, -1.263, -0.898, 1.008, -1.093, -1.049, 0.381, 0.270, 0.317, 0.388, 0.286, 0.248, 0.065, 0.472, 0.265, 0.294, 0.318, 0.379, 0.441, 0.377, 0.350, 0.243, 0.311, 0.392, 0.385, 0.374, 0.191, 0.264, 0.296, 0.294, -0.199, 0.392, -0.680, -0.381, 0.043, -0.160, -0.838, 0.524, -0.642, -0.639, 0.416, 0.445, 0.403, 0.423],
  "relative_energy_kj_mol": 0.00,
  "e_homo_ev": -10.8,
  "multiplicity": 1,
  "total_charge": 1
}



{
  "formula": "C17H13F2N2O4S",
  "method": "ωB97M-V/def2-TZVPD",
  "symbols": ["C", "C", "C", "C", "C", "C", "N", "O", "O", "C", "C", "H", "H", "H", "H", "H", "H", "H", "H", "F", "C", "F", "S", "N", "C", "O", "C", "C", "C", "C", "C", "C", "C", "O", "H", "H", "H", "H", "H"],
  "xyz": [[-6.267, 0.924, 3.484], [-4.817, 0.561, 3.378], [-3.865, 1.559, 3.147], [-2.543, 1.236, 2.874], [-2.101, -0.109, 2.792], [-0.736, -0.392, 2.446], [0.248, 0.578, 2.606], [1.440, 0.214, 2.905], [0.019, 1.803, 2.371], [-3.063, -1.110, 3.176], [-4.387, -0.776, 3.440], [-6.863, 0.073, 3.819], [-6.423, 1.756, 4.179], [-6.668, 1.245, 2.512], [-4.163, 2.610, 3.166], [-1.801, 2.016, 2.777], [-0.368, -1.419, 2.438], [-2.719, -2.135, 3.330], [-5.130, -1.542, 3.685], [1.921, -0.489, -7.899], [1.965, -0.633, -6.522], [2.827, -1.650, -6.185], [2.632, 0.919, -5.884], [2.998, 0.415, -4.285], [4.269, 0.061, -3.749], [5.317, -0.005, -4.364], [3.990, -0.202, -2.309], [2.641, -0.002, -2.084], [2.039, -0.238, -0.868], [2.846, -0.679, 0.185], [4.219, -0.905, -0.023], [4.799, -0.672, -1.285], [1.956, 0.355, -3.336], [0.775, 0.539, -3.548], [0.961, -0.840, -6.114], [0.968, -0.080, -0.778], [2.413, -0.842, 1.176], [4.817, -1.281, 0.817], [5.855, -0.864, -1.470]],
  "mulliken_charge": [-1.327, 0.938, -0.583, -0.525, 0.970, -1.069, 0.840, -0.738, -0.724, -0.754, -0.514, 0.341, 0.311, 0.250, 0.294, 0.474, 0.323, 0.293, 0.239, -0.239, 0.351, -0.225, -0.115, -0.060, 0.243, -0.611, 0.038, 0.358, -0.479, -0.136, -0.617, -0.331, 0.605, -0.602, 0.163, 0.525, 0.280, 0.378, 0.436],
  "relative_energy_kj_mol": 0.00,
  "e_homo_ev": -3.4,
  "multiplicity": 1,
  "total_charge": -1
}



{
  "formula": "CH5ClN2O",
  "method": "ωB97M-V/def2-TZVPD",
  "symbols": ["C", "N", "N", "O", "Cl", "H", "H", "H", "H", "H"],
  "xyz": [[1.677, 0.108, -0.216], [-1.745, 0.496, 0.194], [-0.634, -0.002, -0.291], [0.444, 0.457, 0.403], [-1.063, -2.051, 0.061], [2.424, 0.745, 0.172], [1.464, 0.285, -1.249], [1.891, -0.960, -0.019], [-2.610, 0.102, -0.189], [-1.847, 0.821, 1.135]],
  "mulliken_charge": [-0.449, -0.281, -0.160, -0.153, -0.209, 0.251, 0.262, 0.215, 0.287, 0.238],
  "relative_energy_kj_mol": 0.00,
  "e_homo_ev": [-7.1, -9.9],
  "multiplicity": 3
}



{
  "formula": "C14H10Cl3N4O3RbS2",
  "method": "ωB97M-V/def2-TZVPD",
  "symbols": ["Rb", "S", "C", "S", "C", "C", "N", "C", "N", "C", "C", "O", "N", "C", "C", "C", "C", "C", "C", "N", "H", "H", "H", "H", "H", "H", "H", "H", "H", "H", "Cl", "C", "Cl", "Cl", "C", "O", "O"],
  "xyz": [[0.421, -2.053, -0.821], [3.451, -0.058, 0.199], [3.502, -0.858, 1.721], [2.468, -2.186, 2.056], [4.413, -0.403, 2.711], [5.250, 0.727, 2.524], [5.946, 1.651, 2.444], [4.531, -1.015, 3.988], [4.685, -1.445, 5.053], [-3.649, -0.446, -0.038], [-2.911, 0.195, -1.195], [-2.398, -0.473, -2.071], [-2.914, 1.570, -1.197], [-1.969, 2.308, -2.029], [-0.849, 2.826, -1.163], [-0.778, 4.159, -0.785], [0.216, 4.550, 0.104], [1.087, 3.589, 0.584], [0.938, 2.274, 0.152], [-0.009, 1.899, -0.707], [-3.154, -1.383, 0.209], [-4.664, -0.679, -0.364], [-3.692, 0.201, 0.838], [-3.164, 2.023, -0.335], [-2.474, 3.123, -2.548], [-1.587, 1.593, -2.752], [-1.488, 4.877, -1.182], [0.298, 5.583, 0.418], [1.868, 3.838, 1.290], [1.594, 1.484, 0.521], [0.269, -6.892, -2.087], [-0.644, -5.904, -0.933], [-2.217, -6.681, -0.644], [0.261, -5.813, 0.592], [-0.849, -4.388, -1.432], [-1.631, -3.742, -0.719], [-0.158, -4.053, -2.403]],
  "mulliken_charge": [0.815, -0.536, 0.330, -0.578, -0.034, 0.176, -0.669, 0.132, -0.657, -0.840, 0.630, -0.587, -0.223, -0.969, 0.591, -0.625, -0.257, -0.607, -0.007, -0.172, 0.202, 0.254, 0.329, 0.263, 0.358, 0.370, 0.314, 0.380, 0.436, 0.118, -0.160, 0.527, -0.188, -0.147, 0.413, -0.639, -0.740],
  "relative_energy_kj_mol": 73.32,
  "e_homo_ev": -1.0,
  "multiplicity": 1,
  "total_charge": -2
}